Here is a 7-piece molecular cluster, C36H68N2O13 overall from the OMol25 dataset. Energies are from wB97M-V/def2-TZVPD.

```
119
Properties=species:S:1:pos:R:3:forces:R:3
C 2.440757 0.594901 0.398174 -1.174 -0.132 -0.128
C 1.132305 0.608580 -0.411855 0.466 0.424 -0.293
C 1.031093 -0.522931 -1.435515 0.505 0.091 0.733
C 1.356526 -1.923260 -0.902846 -0.351 -0.331 -0.670
C 1.748072 -2.796481 -2.103551 -0.060 0.733 -0.108
C 0.191852 -2.562025 -0.079012 0.841 -0.807 -0.430
C 0.307864 -2.081999 1.306067 -0.842 1.221 1.344
N 0.291245 -1.593990 2.360084 0.266 -0.839 -1.330
C 0.405224 -4.102729 -0.013067 -0.423 0.141 1.463
C 1.694162 -4.442932 0.589480 2.582 -0.213 -0.665
N 2.826057 -4.601030 0.823013 -2.166 0.115 0.019
C -1.201255 -2.357562 -0.694827 0.174 0.819 0.178
C -2.039241 -1.207682 -0.106100 -1.295 -0.764 -1.423
C -2.838354 -0.485437 -1.198352 0.676 0.519 0.958
O -3.000630 -1.781553 0.784232 0.476 0.408 1.082
H 2.577493 1.581419 0.826471 0.359 0.086 0.084
H 2.312810 -0.114041 1.208778 0.416 -0.153 0.184
H 3.265948 0.312259 -0.246105 0.332 0.065 0.081
H 0.285976 0.666767 0.267540 -0.126 -0.127 0.072
H 1.132537 1.538929 -0.980065 -0.245 0.137 -0.081
H 0.078018 -0.497934 -1.955399 -0.183 -0.087 -0.028
H 1.778638 -0.318722 -2.199271 0.116 0.101 -0.130
H 2.225540 -1.904674 -0.252137 0.101 0.266 0.178
H 0.926604 -2.926239 -2.813908 0.284 -0.153 0.411
H 2.507557 -2.235180 -2.646012 0.190 -0.029 -0.085
H 2.213893 -3.735335 -1.824955 -0.159 -0.233 -0.031
H -0.356249 -4.471856 0.671665 -0.236 -0.199 -0.071
H 0.254881 -4.575526 -0.973538 0.211 -0.032 -0.248
H -1.771479 -3.273344 -0.586039 -0.192 -0.099 0.097
H -1.103167 -2.183558 -1.762090 0.286 -0.175 -0.172
H -1.459088 -0.452312 0.404728 0.182 -0.235 0.518
H -3.270645 0.384387 -0.711637 -0.282 0.149 -0.120
H -3.662243 -1.082395 -1.567093 0.069 -0.196 -0.396
H -2.185047 -0.108269 -1.980024 -0.115 -0.142 -0.332
H -3.702610 -2.146890 0.247043 -0.172 -0.056 -0.239
O 6.108071 3.778075 2.158517 0.081 -0.068 -0.157
C 5.756825 3.256574 3.181192 -0.270 0.250 0.193
O 5.745555 1.912710 3.256675 0.288 -0.229 -0.192
C 5.522310 1.200012 4.475782 -0.212 -0.108 0.188
C 4.045287 1.021918 4.757753 -0.138 0.161 -0.086
C 5.243195 4.059773 4.349705 0.510 -0.020 0.161
H 6.047003 1.675880 5.305697 -0.030 0.074 -0.026
H 5.989287 0.226748 4.331570 0.049 0.041 -0.146
H 3.544083 1.981058 4.894474 0.045 0.006 0.098
H 3.894245 0.425941 5.658279 0.024 -0.020 -0.009
H 3.558900 0.520976 3.920256 0.048 -0.082 0.018
H 4.189483 4.276396 4.196316 -0.029 -0.019 0.053
H 5.796656 4.995564 4.389427 -0.094 0.063 -0.185
H 5.370896 3.574700 5.313433 -0.217 -0.053 -0.018
O 2.803186 4.704252 6.131611 -0.024 -0.157 -0.010
C 2.313348 5.795938 6.051281 0.068 0.241 0.282
O 2.263301 6.395414 4.849303 -0.059 -0.205 -0.298
C 1.545760 7.606148 4.598510 -0.014 0.290 0.025
C 2.375832 8.828677 4.929730 0.110 -0.036 0.126
C 1.835270 6.541399 7.274458 -0.466 -0.052 -0.032
H 0.586356 7.602295 5.117715 0.037 -0.020 0.069
H 1.321799 7.593697 3.533424 0.061 -0.144 -0.016
H 2.631030 8.866206 5.989069 -0.076 0.029 0.017
H 1.832857 9.739015 4.674952 -0.007 -0.008 -0.019
H 3.312365 8.810289 4.372735 -0.040 0.004 -0.070
H 2.685073 7.042375 7.735885 0.011 0.008 -0.009
H 1.427061 5.817180 7.974792 0.189 -0.071 0.034
H 1.052176 7.268736 7.074149 0.130 0.111 -0.028
O -0.047626 -4.074811 -4.075093 -0.338 -0.178 -0.265
C 0.343736 -5.135207 -4.484288 -0.169 -0.098 -0.302
O 1.665656 -5.336935 -4.579611 0.243 0.146 0.248
C 2.256395 -6.607228 -4.876514 0.075 -0.228 -0.214
C 2.334694 -6.853216 -6.368378 -0.140 0.102 -0.078
C -0.610801 -6.199162 -4.968752 0.000 -0.313 0.394
H 1.736686 -7.408141 -4.348915 -0.076 0.033 -0.024
H 3.260766 -6.562617 -4.459644 -0.030 0.147 0.069
H 1.344036 -6.889819 -6.822525 -0.011 -0.080 0.028
H 2.841161 -7.796380 -6.572714 0.021 0.005 0.016
H 2.883403 -6.047249 -6.855443 0.075 -0.026 0.039
H -0.877274 -5.986703 -6.002977 0.011 0.009 -0.012
H -1.507689 -6.156435 -4.355589 -0.052 0.179 -0.096
H -0.221765 -7.211918 -4.896188 0.069 0.029 -0.162
O -5.460937 0.231920 -2.394358 0.037 -0.011 -0.201
C -6.127308 1.210305 -2.193661 -0.239 -0.034 0.361
O -5.669482 2.405050 -2.605399 0.224 0.011 -0.343
C -6.456904 3.597480 -2.575268 -0.105 0.232 0.176
C -6.393563 4.276667 -1.222772 0.006 -0.132 0.131
C -7.413319 1.140326 -1.411013 -0.322 0.010 -0.275
H -7.481631 3.393160 -2.888532 -0.003 -0.058 0.054
H -6.024765 4.248318 -3.333743 0.101 -0.112 -0.045
H -6.806567 3.645483 -0.435420 -0.075 0.026 -0.021
H -6.951497 5.213297 -1.239755 0.008 0.006 -0.020
H -5.358135 4.488722 -0.956210 0.009 0.050 -0.065
H -7.176468 1.173958 -0.346819 -0.058 0.011 0.021
H -7.898077 0.193526 -1.636523 0.157 -0.106 0.110
H -8.128317 1.924215 -1.648681 0.095 0.106 0.138
O 6.283581 -2.696560 -7.203958 0.133 -0.031 -0.108
C 5.903476 -1.990570 -6.312838 -0.248 -0.166 0.215
O 6.790114 -1.206386 -5.673848 0.269 0.161 -0.181
C 6.412454 -0.200497 -4.729271 -0.088 0.039 0.264
C 6.239935 -0.771371 -3.336750 -0.067 -0.147 -0.016
C 4.472145 -2.025665 -5.832874 -0.220 0.405 -0.176
H 5.525720 0.336442 -5.069471 -0.031 -0.062 -0.009
H 7.229757 0.518510 -4.731126 0.071 -0.074 -0.110
H 5.435907 -1.507426 -3.300650 -0.052 0.059 0.004
H 6.011521 0.021655 -2.624120 0.020 0.012 -0.005
H 7.152660 -1.275587 -3.020183 0.039 0.067 0.002
H 4.356608 -2.845585 -5.124745 -0.015 0.004 0.013
H 3.826606 -2.200404 -6.690013 0.079 -0.211 -0.015
H 4.135565 -1.100385 -5.371011 0.051 -0.081 0.165
O -8.056903 1.756492 2.510020 0.030 0.114 -0.165
C -7.799560 0.668414 2.945332 -0.238 -0.109 0.236
O -7.256225 -0.245013 2.123915 0.230 0.091 -0.339
C -6.733154 -1.503067 2.560399 -0.058 -0.277 0.113
C -7.816546 -2.557332 2.654462 -0.154 0.086 0.037
C -8.149647 0.277991 4.361157 0.425 0.022 0.214
H -6.180713 -1.390055 3.493544 -0.045 0.041 0.025
H -6.005819 -1.791290 1.803989 0.013 0.158 -0.053
H -8.571686 -2.293356 3.395412 0.049 -0.028 0.060
H -7.387488 -3.520863 2.929948 0.020 0.004 -0.012
H -8.327025 -2.660504 1.696789 0.066 -0.028 -0.034
H -9.189945 -0.042869 4.390828 -0.007 -0.010 -0.012
H -8.030061 1.153641 4.993971 -0.163 0.083 -0.086
H -7.517903 -0.504214 4.775300 -0.109 -0.110 -0.075
```
Forces are in eV/Å.

The calculation puts the orbital gap at 10.0439 eV. As for the HOMO energy: -9.593 eV. The calculation puts the LUMO energy at 0.451 eV.